C3H11BrSi2 | the ωB97M-V functional and the def2-TZVPD basis

XYZ file:
```
17
Properties=species:S:1:pos:R:3:nbo_charge:R:1
C -0.467 1.479 1.382 -1.078
Si 0.099 0.397 -0.092 1.176
C -1.431 -0.709 -0.296 -1.089
C 1.622 -0.509 0.567 -1.071
Si 0.540 1.916 -1.764 0.599
Br -0.996 1.058 -3.670 -0.439
H -0.421 0.886 2.344 0.234
H 0.241 2.230 1.633 0.230
H -1.437 1.795 1.313 0.227
H -1.734 -1.030 0.711 0.246
H -2.212 0.116 -0.474 0.243
H -1.488 -1.448 -1.157 0.262
H 1.470 -0.979 1.497 0.244
H 1.871 -1.180 -0.193 0.233
H 2.530 0.171 0.656 0.240
H 0.456 3.363 -1.815 -0.129
H 1.951 1.480 -2.430 -0.126
```

- F_max (eV Å⁻¹) = 4.2
- E_tot (hartree) = -3273.898079
- orbital gap (eV) = 9.431
- energy above the lowest of the compared OMol25 structures with the same formula, charge and spin (kJ/mol) = 47.0

---

C4H7GdO3 | the ωB97M-V functional and the def2-TZVPD basis

XYZ file:
```
15
Properties=species:S:1:pos:R:3:mulliken_spin:R:1
O -0.361 -0.316 -0.080 -0.004
C -0.047 0.890 0.237 -0.006
O 1.094 1.356 0.374 -0.011
Gd 3.284 0.532 0.268 7.087
O -1.022 1.753 0.162 -0.001
C -2.353 1.347 0.518 0.000
H -2.328 0.719 1.415 0.000
H -2.895 2.275 0.714 0.000
H -2.811 0.801 -0.314 0.000
C 0.575 -1.455 -0.100 0.005
H 0.704 -1.747 0.951 0.000
H -0.028 -2.204 -0.630 -0.002
C 1.932 -1.060 -0.821 -0.077
H 1.760 -0.881 -1.894 0.004
H 2.495 -2.008 -0.799 0.005
```

- F_max (eV Å⁻¹) = 3.9
- E_tot (hartree) = -1147.148562
- orbital gap (spin up / spin down) (eV) = 7.536 / 7.905
- 2S+1 = 8
- total charge = +2
- energy above the lowest of the compared OMol25 structures with the same formula, charge and spin (kJ/mol) = 0.0